{"formula": "C33H30DyN7O5S", "method": "ωB97M-V/def2-TZVPD", "elements": ["Dy", "C", "O", "C", "C", "C", "C", "C", "C", "N", "N", "C", "O", "C", "C", "C", "C", "C", "C", "C", "O", "H", "H", "H", "H", "H", "H", "H", "H", "H", "H", "H", "H", "C", "O", "C", "C", "C", "C", "C", "C", "N", "N", "C", "C", "C", "C", "O", "C", "N", "C", "C", "C", "C", "H", "H", "H", "H", "H", "H", "H", "H", "H", "H", "H", "H", "C", "N", "C", "N", "S", "H", "H", "H", "H", "H", "H"], "xyz": [[-0.04903, 1.54255, -0.88394], [1.94229, 0.19080, -4.55409], [1.40624, 1.25964, -5.32672], [0.10242, 1.62044, -5.12574], [-0.70274, 1.66146, -6.24738], [-2.02686, 2.09427, -6.18521], [-2.54171, 2.48421, -4.97207], [-1.75787, 2.44301, -3.81124], [-2.34198, 3.00122, -2.59441], [-1.83137, 2.82100, -1.43723], [-2.31542, 3.58437, -0.36550], [-1.42544, 3.65669, 0.58883], [-0.26095, 3.06643, 0.59945], [-1.78097, 4.47251, 1.78216], [-2.75356, 5.46730, 1.71755], [-3.06322, 6.20340, 2.84881], [-2.41439, 5.94450, 4.05090], [-1.44939, 4.95050, 4.11813], [-1.12516, 4.21920, 2.98293], [-0.40258, 2.02784, -3.87110], [0.39848, 2.10747, -2.81410], [2.99287, 0.12088, -4.82581], [1.44136, -0.74785, -4.80758], [1.85410, 0.37250, -3.48704], [-0.26088, 1.35462, -7.18704], [-2.63160, 2.12780, -7.08075], [-3.56229, 2.84062, -4.89601], [-3.21037, 3.65569, -2.68501], [-3.25412, 5.65180, 0.77715], [-3.81064, 6.98442, 2.79451], [-2.66271, 6.51929, 4.93400], [-0.94501, 4.74518, 5.05348], [-0.37183, 3.44234, 3.01700], [0.53397, -4.02334, 5.57470], [0.02591, -4.22355, 4.26472], [0.91914, -4.38208, 3.25724], [0.37783, -4.67512, 2.00275], [1.19647, -4.80854, 0.89928], [2.57880, -4.68846, 1.03925], [3.11522, -4.47213, 2.29412], [2.29880, -4.28009, 3.40242], [3.52813, -4.92288, -0.03237], [3.42767, -4.35301, -1.12784], [2.47399, -3.27803, -1.29661], [1.49901, -3.37630, -2.24103], [0.48348, -2.40274, -2.34411], [0.45556, -1.29124, -1.53165], [-0.57139, -0.45676, -1.47128], [1.62990, -1.06531, -0.71160], [1.78969, 0.16908, -0.13634], [2.81924, 0.39691, 0.64138], [3.80588, -0.56477, 0.89673], [3.70273, -1.78258, 0.29179], [2.60253, -2.07083, -0.55230], [-0.32646, -4.02278, 6.23665], [1.04925, -3.06330, 5.65069], [1.21246, -4.82959, 5.86067], [-0.69480, -4.80064, 1.92111], [0.76160, -5.03700, -0.06378], [4.19244, -4.42752, 2.40163], [2.74691, -4.06942, 4.36050], [1.46340, -4.26008, -2.86709], [-0.33532, -2.54373, -3.03874], [2.88420, 1.38535, 1.08288], [4.63865, -0.32109, 1.54065], [4.47112, -2.52951, 0.43608], [-3.15209, 0.24359, 0.38394], [-1.92688, 0.63680, 1.08595], [-1.09737, -0.29932, 1.66170], [-1.21734, -1.55229, 1.19682], [-0.01629, 0.12715, 2.86480], [-3.75965, 1.13647, 0.25939], [-3.71396, -0.50442, 0.94757], [-2.91765, -0.15103, -0.60527], [-2.00800, 1.45471, 1.67605], [-1.62557, -1.70319, 0.28606], [-0.50683, -2.20345, 1.49558]], "forces_ev_per_angstrom": [[1.136, -0.564, 0.430], [-0.157, -0.021, -0.132], [0.218, 0.209, 0.176], [-0.151, -0.187, -0.182], [-0.073, -0.052, 0.012], [0.054, -0.012, 0.004], [-0.011, -0.026, -0.021], [-0.161, 0.078, 0.157], [0.082, 0.040, -0.154], [-0.616, 0.802, 0.305], [-0.208, -0.014, -0.191], [0.055, 0.216, 0.134], [-0.645, 0.964, 0.397], [0.006, -0.091, 0.014], [-0.025, -0.024, 0.024], [0.004, 0.005, 0.009], [-0.008, -0.008, -0.017], [0.006, -0.020, -0.053], [0.005, 0.043, 0.055], [0.213, 0.305, 0.218], [0.062, 0.057, -1.190], [-0.004, -0.003, -0.010], [-0.019, -0.011, 0.034], [-0.014, 0.040, 0.076], [-0.001, 0.001, 0.002], [0.000, -0.003, -0.001], [0.001, -0.005, -0.009], [0.020, 0.009, -0.035], [0.005, 0.006, 0.002], [-0.004, -0.003, 0.004], [0.003, 0.005, -0.001], [-0.001, -0.004, -0.002], [-0.006, 0.005, 0.002], [0.014, 0.069, -0.100], [0.022, -0.123, -0.018], [-0.011, 0.098, 0.072], [0.005, 0.054, 0.011], [0.010, -0.036, -0.094], [0.318, 0.082, -0.114], [0.016, 0.102, 0.131], [-0.031, -0.047, -0.084], [-0.417, -0.132, -0.069], [0.011, 0.316, 0.115], [0.131, -0.144, 0.223], [-0.205, 0.038, -0.070], [-0.106, -0.226, -0.040], [0.015, -0.010, 0.208], [0.286, -0.934, -0.214], [0.077, 0.078, -0.150], [-0.028, -0.586, 0.099], [0.046, 0.084, 0.003], [0.016, 0.035, -0.001], [-0.094, -0.100, -0.056], [0.199, -0.096, -0.013], [-0.017, 0.008, -0.015], [0.016, 0.007, -0.002], [0.001, -0.026, 0.015], [0.007, 0.003, -0.005], [0.013, 0.011, -0.022], [-0.011, -0.024, 0.012], [0.011, 0.007, 0.044], [-0.018, 0.010, 0.000], [0.001, -0.018, 0.013], [-0.006, -0.013, 0.015], [-0.004, -0.010, 0.001], [0.017, -0.022, -0.007], [-0.013, 0.046, 0.035], [0.003, -0.169, -0.029], [-0.013, 0.053, 0.264], [0.080, -0.071, -0.013], [-0.141, -0.048, -0.125], [0.006, 0.003, -0.025], [-0.007, 0.015, 0.017], [0.008, -0.013, 0.000], [0.039, 0.008, -0.072], [0.026, 0.007, -0.016], [-0.033, -0.022, 0.017]], "energy_ha": -3318.36274, "spin_multiplicity": 6, "charge": 0, "de_lowest_ev": 0.525, "homo_energy_ev": [-7.92, -7.93], "lumo_ev": [-0.46, -0.45], "s2": 9.337}

***

{"formula": "C5H6N2S2", "method": "ωB97M-V/def2-TZVPD", "elements": ["C", "C", "C", "C", "C", "N", "N", "S", "S", "H", "H", "H", "H", "H", "H"], "xyz": [[0.08474, 0.15583, -0.17307], [1.20620, -0.25703, -2.28071], [-1.05915, -0.64074, 2.07593], [0.34400, -0.28924, 2.38158], [-0.39012, 0.32565, 1.13478], [0.48775, -0.24441, -1.18592], [-0.54123, 1.48304, -3.02288], [2.27674, -1.59661, -2.34656], [0.61829, 0.60457, -3.62608], [-1.20588, -1.63623, 1.60345], [-1.79852, -0.33940, 2.84274], [0.55322, 0.25816, 3.30190], [1.17812, -0.98931, 2.10658], [-0.68801, 1.30991, 0.96981], [-1.06617, 1.85581, -3.78155]], "forces_ev_per_angstrom": [[0.371, -2.808, -0.316], [1.239, -2.555, -1.822], [-0.367, -1.891, -0.408], [1.184, -0.256, -0.866], [0.456, 0.210, 1.094], [-0.818, 2.152, 1.825], [-0.164, -0.031, 1.015], [0.142, 0.761, -0.345], [0.428, -0.170, -0.225], [-0.170, 0.728, 0.682], [0.303, 0.097, -1.078], [-0.157, 0.335, -0.613], [-1.101, 0.664, 0.238], [-0.929, 2.185, 1.607], [-0.416, 0.579, -0.787]], "energy_ha": -1099.80764, "charge": 0, "de_lowest_ev": 4.110, "homo_energy_ev": [-7.22, -6.75], "lumo_ev": [-0.71, -0.54]}

***

{"formula": "C3H5ClI2", "method": "ωB97M-V/def2-TZVPD", "elements": ["C", "C", "C", "Cl", "I", "I", "H", "H", "H", "H", "H"], "xyz": [[0.77876, -0.60795, 0.21047], [-0.34945, -0.28800, 0.79026], [-0.36499, 2.49108, -2.42005], [0.89482, 2.71779, -1.16791], [-1.69781, 4.26483, -2.38639], [0.38177, 2.11252, -4.32921], [0.84339, -1.23059, -0.56555], [1.76656, -0.37841, 0.52509], [-1.08261, 1.64152, -1.96357], [-0.22601, 0.27527, 1.66861], [-1.25085, -0.76309, 0.27610]], "forces_ev_per_angstrom": [[0.717, 1.005, 1.708], [-0.749, -1.510, -1.751], [-2.187, -0.874, 2.392], [-0.196, -0.038, -0.614], [0.513, -0.683, -0.108], [0.057, -0.204, -0.105], [-0.282, -2.335, -3.322], [0.561, 0.790, 0.799], [1.858, 1.838, -1.548], [-1.079, 0.780, 1.047], [0.788, 1.231, 1.503]], "energy_ha": -1172.80187, "charge": 0, "de_lowest_ev": 1.297, "homo_energy_ev": -9.53, "lumo_ev": -0.64}

***

- Number 3 is which compound?
  C3H5ClI2